1.
{"formula": "C31H34BrFeN12O2", "method": "ωB97M-V with the def2-TZVPD basis set", "species": ["Fe", "N", "C", "C", "N", "C", "C", "N", "C", "C", "N", "H", "H", "H", "H", "H", "H", "N", "C", "C", "C", "C", "C", "C", "C", "C", "N", "C", "H", "H", "H", "H", "H", "H", "H", "H", "C", "N", "C", "N", "C", "N", "C", "N", "C", "C", "H", "H", "H", "H", "H", "H", "H", "H", "H", "H", "H", "H", "Br", "C", "C", "C", "C", "C", "C", "C", "O", "O", "H", "H", "H", "H", "N", "C", "C", "C", "N", "H", "H", "H", "H"], "positions_angstrom": [[-0.314, -0.061, -0.387], [3.567, 1.546, -2.242], [4.267, 1.172, -1.125], [3.352, 0.807, -0.205], [2.084, 0.900, -0.737], [2.273, 1.335, -1.936], [1.082, 1.517, -2.781], [-0.072, 0.965, -2.414], [-1.016, 1.401, -3.289], [-0.444, 2.160, -4.205], [0.870, 2.252, -3.900], [3.887, 1.742, -3.148], [5.323, 1.090, -1.033], [3.483, 0.404, 0.776], [-1.990, 1.035, -3.222], [-0.938, 2.755, -4.972], [1.532, 2.868, -4.348], [0.909, -1.959, -0.428], [2.240, -2.572, -0.245], [2.877, -3.204, -1.287], [4.158, -3.719, -1.161], [4.910, -3.501, -0.044], [4.301, -2.842, 1.031], [4.998, -2.527, 2.224], [4.394, -1.816, 3.217], [3.007, -1.456, 3.071], [2.351, -1.683, 1.962], [2.953, -2.399, 0.960], [0.784, -1.904, -1.457], [0.130, -2.609, -0.298], [2.247, -3.264, -2.213], [4.481, -4.280, -1.994], [5.946, -3.780, 0.066], [6.016, -2.777, 2.336], [4.947, -1.449, 4.082], [2.479, -0.883, 3.882], [0.826, 2.225, 1.691], [-0.343, 1.942, 0.846], [-0.476, 3.101, -0.064], [-0.601, 4.393, 0.629], [0.556, 4.580, 1.482], [0.724, 3.446, 2.438], [-0.479, 3.337, 3.286], [-1.732, 3.197, 2.405], [-1.540, 1.944, 1.712], [-1.781, 4.313, 1.406], [1.656, 2.327, 0.907], [1.146, 1.367, 2.277], [-1.362, 2.880, -0.717], [0.368, 3.081, -0.738], [0.516, 5.523, 2.080], [1.419, 4.650, 0.913], [-0.534, 4.200, 3.920], [-0.404, 2.428, 3.926], [-2.323, 1.791, 1.015], [-1.406, 1.143, 2.430], [-1.991, 5.184, 1.932], [-2.608, 4.108, 0.744], [-7.940, -2.762, -3.665], [-6.241, -2.417, -2.950], [-5.623, -3.501, -2.400], [-4.381, -3.352, -1.875], [-3.756, -2.113, -1.788], [-4.413, -1.004, -2.354], [-5.686, -1.157, -2.911], [-2.384, -1.940, -1.307], [-1.723, -2.911, -0.896], [-1.970, -0.671, -1.276], [-6.120, -4.455, -2.448], [-3.878, -4.174, -1.379], [-4.003, -0.008, -2.271], [-6.284, -0.315, -3.229], [-0.626, -1.787, 2.279], [-1.460, -2.400, 3.127], [-2.733, -1.942, 2.764], [-2.514, -1.089, 1.662], [-1.222, -0.959, 1.402], [0.375, -1.748, 2.323], [-1.101, -3.018, 3.943], [-3.722, -2.129, 3.154], [-3.305, -0.571, 1.039]], "atomic_forces_ev_per_a": [[0.3, 0.5, 0.3], [-0.6, -0.4, 0.9], [0.4, -0.2, 0.4], [-0.6, -0.5, 0.2], [0.3, -0.4, 0.9], [-1.6, 0.5, -1.7], [-0.7, -0.4, 0.2], [1.3, -0.1, 0.8], [0.3, -1.4, 1.1], [-0.8, 2.0, -2.1], [1.4, 0.3, 0.3], [0.8, 0.3, -1.0], [0.5, 0.3, -0.3], [0.3, 0.0, 0.3], [-1.3, -0.3, 0.1], [0.5, -0.4, 0.0], [-0.1, -0.1, 0.0], [0.7, -0.6, -1.6], [-0.6, 0.7, -0.3], [-2.3, 0.6, -0.3], [0.2, 0.1, -0.1], [-0.3, 0.0, 0.1], [-0.5, 0.4, 0.7], [-0.9, 0.7, 0.2], [-0.8, 0.4, 0.3], [0.7, 0.5, 0.1], [-0.3, -0.4, 0.7], [0.0, 0.5, 0.0], [0.5, 0.1, 0.4], [-0.1, -0.4, 0.8], [1.1, -0.3, 0.7], [0.9, -0.5, -0.7], [0.1, -0.3, -0.2], [1.1, -0.4, -0.1], [-0.2, -0.4, -0.1], [0.6, -0.6, -0.9], [2.5, 0.1, -2.4], [0.0, 0.1, 0.1], [-0.7, -0.3, -0.8], [0.8, -0.5, -1.1], [-1.0, 0.0, 2.2], [-0.6, 0.2, 0.4], [-0.7, -0.4, -1.1], [1.3, 0.3, 0.9], [0.6, 0.5, 0.2], [-0.6, -2.1, 0.8], [-0.9, 0.2, 1.4], [-0.5, -0.1, 0.5], [0.5, 0.6, 0.7], [0.5, 0.3, 0.0], [-0.4, -0.7, -0.5], [1.7, 0.0, -1.3], [-0.3, 0.5, 0.2], [-0.1, 0.6, -0.5], [-1.4, -0.5, -0.3], [-0.4, 0.0, 0.0], [-0.2, 1.8, 0.9], [-0.4, 0.0, -0.2], [-0.5, 0.3, -0.3], [-0.7, 0.2, -0.1], [-0.1, -0.8, -0.4], [1.4, -0.2, 1.5], [-0.9, 0.9, -1.7], [-0.8, -0.3, 0.3], [0.3, 0.3, 0.3], [1.3, 0.6, 1.4], [-0.3, 1.0, -0.6], [-0.2, -1.7, -0.2], [0.1, -0.2, 0.1], [0.0, -0.2, -0.3], [0.2, -0.1, -0.1], [0.2, 0.1, -0.2], [0.4, 0.3, 0.0], [-1.2, 0.8, -0.2], [0.2, 0.1, -0.5], [-1.4, 0.4, -0.2], [-0.2, -0.8, 0.3], [0.8, -0.2, -0.2], [-0.1, 0.1, -0.3], [0.3, -0.3, 0.2], [1.3, -0.7, 0.9]], "e_above_lowest_kcal_mol": 25.5, "fmax_ev_per_a": 3.5, "s2": 6.009, "charge": 1, "e_homo_ev": [-10.7, -10.7], "spin_multiplicity": 5}


2.
{"formula": "C31H34ClN2O5PS2SeTl", "method": "ωB97M-V with the def2-TZVPD basis set", "species": ["Tl", "C", "C", "C", "C", "N", "C", "C", "C", "C", "C", "C", "C", "H", "H", "H", "H", "H", "H", "H", "H", "Se", "C", "C", "C", "N", "C", "C", "H", "H", "H", "H", "C", "C", "C", "C", "Cl", "C", "C", "C", "O", "C", "C", "O", "O", "H", "H", "H", "H", "H", "H", "H", "H", "C", "C", "C", "O", "P", "S", "S", "O", "C", "C", "C", "H", "H", "H", "H", "H", "H", "H", "H", "H", "H", "H", "H", "H", "H"], "positions_angstrom": [[0.529, 0.832, 0.315], [-0.421, -3.664, 1.404], [0.756, -4.047, 2.030], [1.796, -3.146, 2.130], [1.654, -1.863, 1.599], [0.502, -1.507, 1.026], [-0.499, -2.374, 0.921], [2.740, -0.841, 1.666], [4.020, -1.172, 2.112], [4.990, -0.192, 2.245], [4.684, 1.130, 1.951], [3.419, 1.455, 1.483], [2.448, 0.475, 1.316], [-1.260, -4.337, 1.304], [0.861, -5.044, 2.439], [2.710, -3.430, 2.626], [-1.400, -2.009, 0.444], [4.280, -2.195, 2.352], [5.981, -0.459, 2.589], [5.434, 1.901, 2.078], [3.184, 2.490, 1.259], [-0.545, 3.137, 0.589], [0.026, 4.103, -0.982], [-0.881, 4.471, -1.969], [-0.454, 5.299, -2.998], [0.789, 5.760, -3.117], [1.657, 5.381, -2.183], [1.329, 4.571, -1.105], [-1.909, 4.137, -1.925], [-1.152, 5.607, -3.770], [2.671, 5.751, -2.293], [2.076, 4.325, -0.361], [4.996, 2.303, -5.448], [3.516, 2.519, -5.328], [2.795, 3.188, -6.301], [1.426, 3.365, -6.167], [0.545, 4.210, -7.415], [0.758, 2.883, -5.064], [1.466, 2.218, -4.070], [2.836, 2.031, -4.203], [3.620, 1.377, -3.302], [3.013, 0.857, -2.135], [1.943, -0.215, -2.421], [2.097, -0.980, -3.351], [0.954, -0.232, -1.590], [5.366, 2.699, -6.394], [5.238, 1.241, -5.388], [5.530, 2.792, -4.631], [3.301, 3.567, -7.181], [-0.311, 3.018, -4.969], [0.925, 1.836, -3.217], [2.615, 1.670, -1.515], [3.824, 0.378, -1.584], [-3.446, 0.093, 7.007], [-3.165, -0.287, 5.563], [-2.097, -1.362, 5.442], [-2.894, 0.893, 4.783], [-1.456, 1.614, 4.539], [-0.494, 1.940, 6.212], [-0.445, 0.644, 3.124], [-1.989, 2.937, 3.801], [-3.044, 3.838, 4.176], [-3.190, 4.054, 5.671], [-4.339, 3.380, 3.524], [-3.766, -0.790, 7.565], [-4.242, 0.839, 7.055], [-2.551, 0.509, 7.469], [-4.089, -0.667, 5.117], [-1.151, -1.018, 5.862], [-1.926, -1.629, 4.401], [-2.427, -2.246, 5.993], [-2.735, 4.781, 3.717], [-3.480, 3.133, 6.176], [-3.965, 4.806, 5.839], [-2.256, 4.394, 6.114], [-4.657, 2.428, 3.947], [-4.194, 3.252, 2.451], [-5.122, 4.125, 3.687]], "atomic_forces_ev_per_a": [[0.7, 0.3, 0.8], [0.0, 0.0, 0.0], [0.0, 0.0, 0.0], [0.0, 0.0, 0.0], [0.0, -0.1, -0.1], [-0.1, 0.0, -0.1], [-0.1, 0.0, 0.1], [-0.1, 0.0, 0.0], [0.0, 0.0, 0.0], [0.0, 0.0, 0.0], [0.0, 0.0, 0.0], [0.0, 0.0, 0.0], [0.2, 0.0, -0.2], [0.0, 0.0, 0.0], [0.0, 0.0, 0.0], [0.0, 0.0, 0.0], [0.0, 0.0, 0.0], [0.0, 0.0, 0.0], [0.0, 0.0, 0.0], [0.0, 0.0, 0.0], [0.0, 0.0, 0.0], [-0.2, -0.1, -0.3], [0.0, 0.0, 0.0], [0.0, 0.0, 0.0], [0.0, 0.0, 0.0], [0.0, 0.0, 0.0], [0.0, 0.0, 0.0], [0.0, -0.1, 0.0], [0.0, 0.0, 0.0], [0.0, 0.0, 0.0], [0.0, 0.0, 0.0], [0.0, 0.0, 0.0], [0.0, 0.0, 0.0], [0.0, 0.0, 0.0], [0.0, 0.0, 0.0], [0.0, 0.0, 0.0], [0.0, 0.0, 0.0], [0.0, 0.0, 0.0], [0.1, 0.0, 0.0], [0.0, -0.1, 0.0], [0.0, 0.1, 0.0], [0.0, 0.0, -0.1], [0.1, 0.1, 0.2], [0.0, 0.0, -0.1], [-0.5, -0.1, -0.2], [0.0, 0.0, 0.0], [0.0, 0.0, 0.0], [0.0, 0.0, 0.0], [0.0, 0.0, 0.0], [0.0, 0.0, 0.0], [0.0, 0.0, 0.0], [0.0, 0.0, -0.1], [0.0, 0.0, 0.1], [0.0, 0.0, 0.0], [0.0, 0.1, 0.0], [0.0, 0.0, 0.0], [0.0, 0.0, 0.0], [-0.1, 0.1, -0.2], [0.0, 0.0, 0.0], [0.0, -0.3, 0.1], [0.0, 0.0, 0.0], [0.0, 0.0, 0.0], [0.0, 0.0, 0.0], [0.0, 0.0, 0.0], [0.0, 0.0, 0.0], [0.0, 0.0, 0.0], [0.0, 0.0, 0.0], [0.0, 0.0, 0.0], [0.0, 0.0, 0.0], [0.0, 0.0, 0.0], [0.0, 0.0, 0.0], [0.0, 0.0, 0.0], [0.0, 0.0, 0.0], [0.0, 0.0, 0.0], [0.0, 0.0, 0.0], [0.0, 0.0, 0.0], [0.0, 0.0, 0.0], [0.0, 0.0, 0.0]], "e_above_lowest_kcal_mol": 26.8, "fmax_ev_per_a": 1.1, "charge": -1, "e_homo_ev": -4.8}


3.
{"formula": "C31H34ClN3ORhSSi", "method": "ωB97M-V with the def2-TZVPD basis set", "species": ["Rh", "C", "C", "N", "C", "C", "S", "C", "C", "N", "H", "H", "H", "H", "H", "H", "H", "H", "H", "H", "H", "H", "H", "H", "Cl", "O", "Si", "C", "C", "C", "C", "C", "C", "C", "C", "C", "C", "C", "C", "C", "C", "C", "C", "C", "C", "H", "H", "H", "H", "H", "H", "H", "H", "H", "H", "H", "H", "H", "H", "H", "N", "C", "C", "C", "C", "C", "C", "C", "H", "H", "H", "H", "H"], "positions_angstrom": [[-0.769, 1.398, -1.685], [-3.726, 0.747, -3.167], [-3.183, -0.619, -2.710], [-1.727, -0.619, -2.639], [-1.005, -0.951, -3.861], [-1.029, 0.153, -4.915], [-0.454, 1.780, -4.268], [-1.932, 2.837, -4.538], [-2.823, 3.042, -3.309], [-2.972, 1.821, -2.518], [-4.794, 0.787, -2.925], [-3.640, 0.857, -4.247], [-3.557, -1.407, -3.378], [-3.561, -0.817, -1.705], [-1.415, -1.269, -1.923], [-1.409, -1.867, -4.320], [0.032, -1.131, -3.567], [-2.021, 0.286, -5.341], [-0.340, -0.110, -5.718], [-2.475, 2.400, -5.374], [-1.537, 3.801, -4.857], [-3.796, 3.423, -3.655], [-2.356, 3.790, -2.662], [-3.398, 2.036, -1.617], [-0.100, 3.589, -1.396], [0.633, -0.240, -1.135], [1.301, -0.841, 0.143], [2.228, -2.482, -0.243], [2.158, -3.525, 0.665], [2.703, -4.758, 0.348], [3.325, -4.946, -0.872], [3.422, -3.897, -1.769], [2.880, -2.661, -1.451], [0.048, -1.233, 1.528], [-1.282, -1.427, 1.170], [-2.250, -1.728, 2.109], [-1.899, -1.849, 3.442], [-0.580, -1.661, 3.820], [0.382, -1.352, 2.873], [2.661, 0.345, 0.809], [3.621, -0.042, 1.727], [4.544, 0.882, 2.190], [4.524, 2.182, 1.716], [3.568, 2.568, 0.793], [2.639, 1.648, 0.336], [1.668, -3.390, 1.617], [2.635, -5.567, 1.060], [3.742, -5.910, -1.122], [3.922, -4.036, -2.714], [2.962, -1.840, -2.147], [-1.559, -1.326, 0.131], [-3.277, -1.873, 1.803], [-2.647, -2.102, 4.179], [-0.300, -1.758, 4.859], [1.405, -1.206, 3.191], [3.664, -1.058, 2.086], [5.291, 0.582, 2.908], [5.271, 2.888, 2.044], [3.553, 3.582, 0.421], [1.894, 1.943, -0.391], [-1.647, 1.518, 0.380], [-1.321, 1.624, 1.483], [-0.962, 1.712, 2.838], [0.385, 1.823, 3.190], [0.743, 1.815, 4.524], [-0.227, 1.711, 5.510], [-1.567, 1.635, 5.162], [-1.941, 1.637, 3.833], [1.136, 1.913, 2.420], [1.785, 1.890, 4.794], [0.061, 1.697, 6.549], [-2.322, 1.578, 5.930], [-2.983, 1.581, 3.559]], "atomic_forces_ev_per_a": [[-2.1, -2.5, -1.4], [0.2, -0.9, 0.0], [-0.5, 0.4, -0.1], [0.7, 0.6, 1.0], [0.4, 0.1, -0.3], [0.1, 0.0, 0.2], [-0.1, -0.5, 1.5], [0.1, 0.0, 0.3], [-0.1, 0.5, -0.2], [1.1, 0.8, 1.0], [0.2, 0.2, 0.0], [0.0, 0.0, 0.1], [0.0, 0.0, 0.1], [0.0, -0.1, 0.0], [0.1, 0.1, 0.0], [0.1, 0.1, 0.1], [-0.1, -0.1, 0.0], [0.1, 0.1, -0.1], [-0.1, 0.0, 0.0], [0.1, 0.0, -0.1], [-0.1, 0.0, 0.0], [0.1, 0.0, 0.1], [-0.2, -0.1, -0.1], [0.0, 0.1, -0.2], [0.0, -0.6, 0.0], [-2.1, 2.5, -2.6], [2.4, -0.9, 2.5], [-1.2, 1.3, 0.3], [0.1, -0.3, -0.1], [0.1, -0.1, 0.2], [0.0, -0.1, 0.0], [0.1, 0.2, -0.1], [0.1, -0.3, -0.2], [0.3, 0.2, -0.7], [0.1, -0.1, 0.1], [-0.2, 0.0, 0.0], [0.0, 0.0, 0.0], [0.1, -0.1, 0.2], [0.0, -0.1, 0.0], [-1.4, -0.8, -0.6], [0.2, 0.2, 0.2], [0.1, -0.2, 0.1], [0.1, 0.1, 0.0], [0.0, 0.2, -0.1], [0.2, 0.2, 0.1], [-0.1, 0.0, 0.1], [0.0, -0.1, 0.0], [0.0, -0.1, 0.0], [0.1, -0.1, -0.1], [0.0, 0.1, -0.2], [-0.1, 0.0, -0.1], [-0.1, 0.0, 0.0], [-0.1, 0.0, 0.1], [0.0, 0.0, 0.1], [0.1, 0.1, 0.0], [0.0, -0.2, 0.0], [0.1, 0.0, 0.1], [0.0, 0.1, 0.1], [0.0, 0.1, 0.0], [0.0, 0.1, 0.0], [1.2, 0.0, -0.7], [-0.5, 0.0, -1.1], [0.2, 0.1, 1.1], [0.0, 0.1, -0.2], [0.1, 0.0, 0.1], [0.0, 0.0, -0.2], [-0.1, 0.0, 0.0], [-0.1, 0.0, -0.2], [0.1, -0.1, 0.0], [0.1, 0.0, 0.0], [0.0, 0.0, 0.1], [-0.1, 0.0, 0.1], [-0.1, -0.1, 0.0]], "e_above_lowest_kcal_mol": 69.2, "fmax_ev_per_a": 4.1, "charge": 1, "e_homo_ev": [-10.7, -10.7]}


- charge of number 2 (C31H34ClN2O5PS2SeTl)?
  -1


- The lowest charge belongs to which entry?
  C31H34ClN2O5PS2SeTl